1.
The following is a DFT calculation (the ωB97M-V functional and the def2-TZVPD basis) of a structure of composition C3H4O3 at a distorted geometry.

Summary:
* frontier orbital gap: 9.09 eV
* calculated total energy: -342.3013 a.u.
* largest force on an atom: 4.7 eV/Å
* ΔE to the lowest compared entry with this formula, charge and spin: 405.96 kJ/mol

```
10
Properties=species:S:1:pos:R:3:forces:R:3:nbo_charge:R:1
C 1.5214 -1.0117 0.1542 -1.969 -0.634 0.333 0.525
C -0.0745 -0.9499 -0.1265 4.453 1.544 0.238 -0.047
C 1.2041 0.4310 0.2759 -2.437 -1.920 -0.189 -0.013
O 2.3565 -1.8608 0.3075 -0.616 1.084 -0.056 -0.462
O -0.5510 -1.0485 -1.4360 -0.076 0.732 1.393 -0.684
O 1.2366 1.1662 1.4386 1.216 -1.239 -0.051 -0.682
H -0.6797 -1.1531 0.7354 -0.480 -0.255 0.033 0.189
H 1.1876 0.8689 -0.6948 0.271 0.869 -0.561 0.198
H -0.0156 -1.7252 -1.8325 0.234 -0.491 -0.550 0.483
H 0.6076 1.8741 1.5164 -0.595 0.310 -0.591 0.494
```
Forces are in eV/Å.

***

2.
The following is a DFT calculation (the ωB97M-V functional and the def2-TZVPD basis) of a cluster of 2 separate species, C6H10N2S in total at a distorted geometry.

Summary:
* frontier orbital gap (spin up / spin down): 7.86 / 7.75 eV
* calculated total energy: -742.2083 a.u.
* largest force on an atom: 3.9 eV/Å
* ΔE to the lowest compared entry with this formula, charge and spin: 226.48 kJ/mol

```
19
Properties=species:S:1:pos:R:3:forces:R:3:nbo_charge:R:1
C 2.4723 1.7355 -0.1441 0.391 0.121 0.370 -0.102
C 2.5230 1.4645 1.1915 0.427 0.247 -0.058 -0.140
C 0.6941 0.6839 0.3073 -3.089 -2.200 -0.973 0.304
C -0.8397 -2.0239 -0.4611 0.170 -0.054 -0.022 -0.691
C -1.7415 0.1839 -1.4017 -0.026 0.031 0.035 -0.697
C -1.3890 -0.6611 -0.2250 2.059 1.616 0.942 0.030
N 1.3225 1.2282 -0.6849 -0.299 -0.094 -0.171 -0.559
N 1.3655 0.7718 1.4712 0.186 0.108 0.172 -0.586
S -2.3996 -0.4156 1.1820 -0.228 0.088 -0.249 0.097
H 3.1835 2.2510 -0.7580 0.238 0.150 -0.006 0.201
H 3.2499 1.6887 1.9458 0.142 0.076 0.109 0.209
H -1.6338 -2.6789 -0.8338 -0.090 0.025 -0.001 0.223
H -0.4364 -2.4663 0.4481 0.015 0.011 -0.021 0.223
H -0.0565 -1.9801 -1.2128 0.079 0.005 -0.039 0.243
H -2.0574 1.1707 -1.0799 -0.019 0.132 -0.036 0.235
H -2.5545 -0.2673 -1.9782 -0.053 -0.137 0.039 0.218
H -0.8766 0.2925 -2.0525 0.096 0.028 0.026 0.261
H 1.0785 0.4365 2.3759 -0.054 0.036 -0.228 0.414
H -1.9045 -1.4142 1.9101 0.055 -0.192 0.110 0.117
```
Forces are in eV/Å.

***

3.
The following is a DFT calculation (the ωB97M-V functional and the def2-TZVPD basis) of the molecule C2H5NOS2 at a distorted geometry.

Summary:
* frontier orbital gap: 10.07 eV
* calculated total energy: -1005.5621 a.u.
* largest force on an atom: 2.8 eV/Å
* SMILES string: O=C(CS)NS
* ΔE to the lowest compared entry with this formula, charge and spin: 30.68 kJ/mol

```
11
Properties=species:S:1:pos:R:3:forces:R:3:nbo_charge:R:1
C 1.2141 0.5606 0.5519 -2.018 -1.266 0.560 -0.620
C -0.2638 0.6780 0.0245 1.463 -2.010 1.273 0.679
H 1.5367 -0.6840 -1.4136 0.290 -0.013 0.234 0.129
H 1.1300 0.3809 1.6432 0.314 -0.018 -0.594 0.239
H 1.7070 1.4579 0.3748 0.541 1.732 -0.225 0.234
H -0.5649 -1.3333 0.5313 -0.305 1.298 -0.230 0.411
H -2.5334 -0.9369 -1.2613 -0.454 -0.221 -0.898 0.092
N -1.0335 -0.4473 0.2539 1.235 -1.416 0.931 -0.815
O -0.6806 1.6569 -0.4767 -0.764 2.105 -1.006 -0.558
S 2.1744 -0.7514 -0.2218 -0.252 -0.509 -0.312 -0.024
S -2.6860 -0.5813 -0.0062 -0.051 0.318 0.268 0.232
```
Forces are in eV/Å.

***

4.
The following is a DFT calculation (the ωB97M-V functional and the def2-TZVPD basis) of a cluster of 2 separate species, C3H9O2S2 in total at a distorted geometry.

Summary:
* frontier orbital gap: 5.79 eV
* charge: -1
* calculated total energy: -1066.5933 a.u.
* largest force on an atom: 1.9 eV/Å
* ΔE to the lowest compared entry with this formula, charge and spin: 44.51 kJ/mol

```
16
Properties=species:S:1:pos:R:3:forces:R:3:nbo_charge:R:1
C 0.1102 0.9949 0.3477 -0.337 -0.448 -0.522 -0.469
C 1.4951 1.3256 -0.1372 1.419 -0.692 0.694 -0.052
O 2.3956 1.7138 0.9232 0.098 0.890 -0.768 -0.744
C -0.7900 0.8323 -0.8722 -0.551 -1.366 1.165 -0.513
S -2.3453 -0.1599 -0.4097 -0.376 0.752 -1.585 -0.090
S -2.3935 -0.8341 1.4798 0.435 -0.327 0.898 -0.737
H -0.3769 1.6745 1.0556 0.465 0.322 -0.211 0.220
H 0.1710 0.0405 0.9035 -0.151 0.254 -0.274 0.232
H 1.9249 0.4174 -0.5933 -0.302 -0.065 0.053 0.149
H 1.6428 2.0526 -0.9292 -0.562 0.626 0.168 0.166
H -0.3619 0.1496 -1.6154 0.308 0.589 -0.045 0.197
H -1.0545 1.8092 -1.2797 -0.133 -0.183 -0.126 0.193
H -0.9987 -3.9183 -0.9545 -0.242 0.447 0.552 0.466
H -1.1345 -3.3180 0.5176 -0.255 0.320 -0.467 0.506
H 2.3220 1.0964 1.6377 -0.255 -0.598 0.475 0.460
O -0.6061 -3.8764 -0.0739 0.440 -0.521 -0.008 -0.984
```
Forces are in eV/Å.

***

5.
The following is a DFT calculation (the ωB97M-V functional and the def2-TZVPD basis) of a structure of composition C17H25As2Sm at a distorted geometry.

Summary:
* frontier orbital gap (spin up / spin down): 7.15 / 7.99 eV
* charge: +2
* calculated total energy: -5791.6224 a.u.
* multiplicity: 6
* largest force on an atom: 3.7 eV/Å
* ⟨S²⟩: 8.772

```
45
Properties=species:S:1:pos:R:3:forces:R:3:lowdin_spin:R:1
C 1.4816 -2.5118 -0.5126 -0.015 0.571 -0.067 0.000
C 0.9078 -2.9725 0.6044 0.095 0.332 -0.197 0.000
H 2.5090 -2.1084 -0.5324 -0.353 -0.924 -0.083 0.000
H 0.9522 -2.4713 -1.4755 0.040 0.256 0.532 0.000
H -0.1727 -3.1017 0.6946 0.341 -0.579 -0.258 0.000
H 1.5020 -3.2457 1.4773 -0.192 0.451 -0.011 0.000
Sm -0.0561 1.3369 0.1592 3.436 0.408 1.245 5.100
C -1.4448 0.6944 -1.7563 -1.272 0.004 0.558 -0.017
C -1.5191 -0.3877 -0.8076 -1.239 0.487 -0.075 -0.009
C -2.4984 1.4884 0.1815 -0.333 -0.592 -1.092 -0.006
C -2.0708 1.8493 -1.1545 -0.896 -1.089 -0.020 -0.018
H -1.1935 -1.4166 -0.9834 -0.027 0.502 0.143 0.000
H -2.4122 -0.5070 1.2568 0.155 0.292 -0.191 0.000
H -3.0266 2.1362 0.8866 0.209 -0.262 -0.286 0.001
C -2.1708 0.1013 0.3833 -0.398 -0.005 -1.232 -0.018
H -2.2682 2.8079 -1.6456 0.242 -0.412 0.229 0.000
H -1.0035 0.6371 -2.7566 -0.235 0.068 0.385 0.000
C 0.5556 5.3505 2.3985 -0.603 -0.105 0.170 -0.003
As 0.9763 3.6462 1.5765 0.904 0.276 0.293 -0.008
C 0.5513 4.0154 -0.3601 0.101 -0.077 0.405 -0.002
C 2.9578 3.5412 1.6023 -0.216 -0.586 -0.298 -0.002
C 3.7422 4.6637 1.3459 0.286 -0.240 0.001 0.000
C 5.1273 4.5052 1.1654 -0.143 -0.073 0.192 0.000
C 5.7296 3.2572 1.3438 -0.476 -0.297 0.197 0.000
C 4.9457 2.1393 1.7015 -0.020 0.454 -0.047 0.000
C 3.5580 2.2658 1.7793 -0.629 0.225 -0.461 -0.001
As 2.3463 0.6835 1.9068 1.315 0.618 0.861 -0.009
C 3.6289 -0.7802 1.8865 -0.198 -0.145 -0.110 -0.003
C 1.9159 0.7774 3.8172 -0.292 -0.212 -0.230 0.000
H -0.4470 5.2201 2.8430 0.483 0.338 -0.168 0.000
H 0.5403 6.1477 1.6482 0.049 -0.118 0.264 0.000
H 1.2835 5.5542 3.1909 -0.156 -0.040 -0.229 0.000
H 0.7771 5.0810 -0.4624 -0.095 -0.297 -0.458 0.000
H 1.1579 3.4259 -1.0741 -0.026 0.392 0.124 0.000
H -0.5308 3.8581 -0.5518 0.390 0.260 0.004 -0.001
H 3.2797 5.6495 1.2763 0.222 -0.202 -0.108 0.000
H 5.7374 5.3687 0.9036 -0.155 -0.208 0.080 0.000
H 6.8053 3.1249 1.2050 -0.366 0.164 0.127 0.000
H 5.4204 1.1833 1.9316 -0.038 0.370 -0.260 0.000
H 3.9816 -0.9704 2.9095 -0.090 0.042 -0.384 0.000
H 3.1153 -1.6578 1.4779 0.364 0.180 0.251 0.000
H 4.4614 -0.4928 1.2386 -0.168 -0.259 0.079 0.000
H 2.8360 0.6634 4.4048 -0.307 0.074 -0.202 0.000
H 1.4332 1.7403 4.0220 0.125 -0.314 0.083 0.000
H 1.2220 -0.0498 4.0160 0.180 0.273 0.244 0.000
```
Forces are in eV/Å.

***

6.
The following is a DFT calculation (the ωB97M-V functional and the def2-TZVPD basis) of the molecule H6OP4 at a distorted geometry.

Summary:
* frontier orbital gap (spin up / spin down): 6.51 / 6.62 eV
* calculated total energy: -1444.0473 a.u.
* multiplicity: 3
* largest force on an atom: 4.1 eV/Å
* ⟨S²⟩: 2.015

```
11
Properties=species:S:1:pos:R:3:forces:R:3:lowdin_spin:R:1
O -1.6483 -0.7848 1.1358 -2.466 -0.355 -1.160 0.609
P -0.5664 2.0938 -0.3737 -0.971 1.651 0.324 0.007
P -0.5000 -0.4775 2.0342 1.180 -0.025 1.413 0.853
P 0.6343 -0.8563 -1.4913 0.177 1.346 -2.316 0.054
P 0.7725 0.5429 0.1084 3.921 1.334 0.193 0.245
H -1.1608 1.3268 -1.3109 -0.534 -0.502 -1.737 0.002
H -1.7137 1.6772 0.3834 0.697 0.128 0.507 -0.001
H 2.1239 1.1536 -0.4769 -1.841 -0.369 0.563 0.087
H 0.3681 -1.5250 1.7259 0.448 -0.673 0.591 0.137
H 1.7294 -1.5339 -1.0627 1.522 -0.505 0.203 0.001
H -0.0388 -1.6168 -0.6722 -2.133 -2.032 1.418 0.006
```
Forces are in eV/Å.

***

7.
The following is a DFT calculation (the ωB97M-V functional and the def2-TZVPD basis) of the molecule C13H18Si at a distorted geometry.

Summary:
* frontier orbital gap: 7.41 eV
* calculated total energy: -795.5147 a.u.
* largest force on an atom: 3.9 eV/Å
* ΔE to the lowest compared entry with this formula, charge and spin: 308.47 kJ/mol

```
32
Properties=species:S:1:pos:R:3:forces:R:3:nbo_charge:R:1
C 3.9133 1.0345 -0.6701 -0.024 -0.849 -2.211 -0.222
C 3.5839 1.1948 0.6594 0.608 0.249 0.148 -0.222
C 3.2070 0.0926 -1.4603 -0.413 -0.172 0.176 -0.210
C 2.6022 0.4631 1.2873 -0.974 -0.854 0.886 -0.195
C 2.2666 -0.6836 -0.8330 -1.674 0.910 1.665 -0.205
C 1.8510 -0.4474 0.5396 1.992 0.178 -2.092 -0.088
C -0.2514 -1.8424 0.0053 1.388 0.370 0.731 -0.026
C -0.9716 -0.7920 -0.1395 1.832 -0.930 1.006 -0.383
C 0.7050 -1.1322 0.9936 -2.919 -0.372 -2.494 -0.197
C -0.1317 -3.2226 -0.4333 -1.608 -2.538 -0.518 -0.667
C -3.3360 0.7781 -1.2788 -0.973 -1.841 -0.419 -1.104
C -0.9734 2.1062 0.0141 0.615 3.362 -0.300 -1.147
C -3.1163 0.2832 1.6259 -0.429 1.238 0.927 -1.110
Si -2.0524 0.5949 0.1125 -1.592 1.291 -0.226 1.614
H 4.6935 1.4960 -1.2889 -0.150 0.635 1.146 0.219
H 4.0489 1.9154 1.2907 0.749 0.524 0.067 0.213
H 3.2599 -0.0074 -2.5705 0.601 0.232 1.101 0.218
H 2.4210 0.5604 2.3933 0.063 0.184 -1.311 0.211
H 1.5370 -1.2903 -1.3409 0.442 -0.315 -0.693 0.204
H 0.3315 -0.9099 1.9352 -0.597 0.031 1.776 0.205
H -0.9723 -3.5898 -1.1200 1.215 0.940 0.484 0.225
H -0.3880 -3.8020 0.4837 0.701 0.042 -0.384 0.237
H 0.8492 -3.5667 -0.8357 -0.648 0.524 0.462 0.240
H -3.5849 1.7797 -1.4379 -0.349 2.112 0.338 0.234
H -2.9085 0.5749 -2.2810 -0.298 -0.667 0.458 0.238
H -4.3966 0.2982 -1.1322 2.241 0.339 -0.304 0.237
H 0.0930 2.0924 0.3016 -0.419 -0.739 0.150 0.257
H -0.9027 2.3761 -1.0759 -0.173 -0.385 0.664 0.245
H -1.2796 3.1548 0.4662 -0.094 -2.247 -0.613 0.250
H -2.6732 0.6830 2.5946 -0.798 -0.413 -1.148 0.242
H -4.2031 0.5789 1.4724 1.447 0.315 0.275 0.246
H -3.2214 -0.7708 1.7226 0.240 -1.155 0.248 0.239
```
Forces are in eV/Å.

***

8.
The following is a DFT calculation (the ωB97M-V functional and the def2-TZVPD basis) of the ion C7H16NO2S with charge +1 at a distorted geometry.

Summary:
* frontier orbital gap: 10.07 eV
* charge: +1
* calculated total energy: -879.4105 a.u.
* largest force on an atom: 5.2 eV/Å
* SMILES string: CCC[N@@H+]1CCS[C@H]1C(O)O
* ΔE to the lowest compared entry with this formula, charge and spin: 100.72 kJ/mol

```
27
Properties=species:S:1:pos:R:3:forces:R:3:nbo_charge:R:1
C -0.8343 -0.7788 1.2293 -3.727 2.834 2.208 -0.235
C -1.3743 -2.0651 0.8485 -1.027 -1.852 -1.311 -0.527
C -1.6246 -0.0756 -0.9105 -3.893 0.886 0.843 -0.241
C 3.4150 0.1103 -0.4995 -1.154 -0.358 -0.483 -0.620
C 2.0046 0.5379 -0.0001 0.523 -1.310 -1.649 -0.431
C 0.8973 -0.4130 -0.5001 -0.432 0.490 -1.903 -0.191
C -2.9405 1.1818 -0.4850 3.811 -2.053 -1.713 0.423
N -0.5314 0.0142 0.0012 1.461 1.952 2.856 -0.429
O -2.1355 2.2996 -0.2202 0.359 -1.204 -1.793 -0.714
O -3.5935 1.0401 0.6583 -3.557 -2.791 1.379 -0.712
S -2.2764 -1.7990 -0.7882 0.621 0.687 0.672 0.221
H -1.5401 -0.1628 2.0422 1.348 -1.319 -2.717 0.248
H 0.0292 -0.8220 1.7578 2.842 -0.465 1.504 0.225
H -0.5574 -2.7299 0.6286 0.241 -0.504 -0.211 0.226
H -1.9854 -2.5813 1.6022 -0.055 0.533 -0.343 0.272
H -1.3664 0.2922 -1.8758 0.373 -0.259 -0.851 0.240
H 3.5672 -0.0822 -1.5268 -0.976 0.008 -1.787 0.223
H 4.1687 0.8364 -0.3993 0.794 1.083 1.159 0.241
H 3.7286 -0.8406 -0.1429 0.266 -0.630 1.231 0.218
H 1.7464 1.5117 -0.3606 0.039 0.793 -0.032 0.221
H 2.1109 0.5254 1.0524 -0.440 0.175 1.276 0.219
H 0.8353 -0.4214 -1.6659 0.127 0.130 2.141 0.239
H 1.0286 -1.4517 -0.1786 -0.038 0.265 -0.040 0.220
H -3.5546 1.1457 -1.4119 0.336 0.427 0.513 0.164
H -0.5688 0.9821 0.5065 0.585 -1.079 -2.035 0.488
H -2.8193 2.8076 0.1668 -0.512 2.080 1.080 0.496
H -4.4171 0.4260 0.5929 2.085 1.481 0.007 0.515
```
Forces are in eV/Å.

***

- Number 2 is which compound?
  C6H10N2S